One molecule with the formula C5H8O, computed with ωB97M-V/def2-TZVPD.

Each line ends with the Löwdin charge.
CARTESIAN COORDINATES (ANGSTROEM)
O1 0.195 -1.607 1.869  0.005
C1 -0.307 1.249 0.657  -0.109
C2 -0.082 -1.410 -0.444  -0.153
C3 -0.690 -1.490 0.905  -0.113
C4 0.199 -0.356 -1.219  -0.124
C5 0.051 1.089 -0.818  -0.245
H1 -1.048 0.497 0.952  0.040
H2 0.576 1.122 1.296  0.081
H3 1.122 -1.540 1.555  0.118
H4 -0.756 2.218 0.879  0.077
H5 -0.730 1.548 -1.442  0.111
H6 0.973 1.635 -1.066  0.107
H7 -0.014 -2.413 -0.876  0.105
H8 0.512 -0.543 -2.248  0.099

Atomic forces in eV per Å
-0.02 -0.06 -0.18
0.05 0.13 0.03
-0.12 0.08 -0.05
0.36 -0.18 -0.09
0.01 -0.06 0.09
-0.04 0.00 0.04
-0.02 0.22 0.01
-0.18 0.01 -0.07
-0.10 0.01 -0.03
0.14 0.03 -0.09
0.08 -0.13 0.06
-0.16 -0.12 0.05
0.00 0.08 0.01
0.01 -0.01 0.22

## Properties
E_HOMO = -8.29 eV
Energy relative to the best compared isomer or geometry (same formula, charge and spin) = 80.6 kcal per mole
Calculated total energy = -270.42940 hartree